{
  "formula": "C5H8O2",
  "method": "the ωB97M-V functional and the def2-TZVPD basis",
  "species": ["O", "O", "C", "C", "C", "C", "C", "H", "H", "H", "H", "H", "H", "H", "H"],
  "coordinates": [[-0.011, -0.037, -0.584], [1.200, 0.083, 2.439], [-0.841, 0.164, -2.686], [-0.136, -0.213, 0.826], [0.419, 0.965, 1.622], [-1.086, -0.321, -1.286], [0.946, -1.017, 1.551], [1.816, -1.259, 0.927], [0.612, -1.909, 2.092], [-1.162, -0.511, 1.040], [-1.000, -0.654, -3.397], [0.131, 0.645, -2.857], [-0.286, 1.571, 2.200], [-1.649, 0.881, -2.883], [1.047, 1.613, 0.996]],
  "nbo_charge": [-0.491, -0.523, -0.773, 0.041, -0.079, 0.259, -0.082, 0.182, 0.188, 0.215, 0.243, 0.207, 0.186, 0.246, 0.180],
  "e_homo_ev": -8.65,
  "homo_lumo_gap_ev": 9.7230
}


{
  "formula": "C5H8O2",
  "method": "the ωB97M-V functional and the def2-TZVPD basis",
  "species": ["O", "O", "C", "C", "C", "C", "C", "H", "H", "H", "H", "H", "H", "H", "H"],
  "coordinates": [[2.428, 1.269, 0.867], [-1.993, 0.692, -1.649], [1.758, 0.325, 1.062], [-0.266, -0.919, 0.778], [1.075, -0.754, 1.469], [-0.143, 0.343, -0.078], [-0.612, 0.545, -1.479], [-0.437, 1.199, 0.561], [-0.401, -1.828, 0.173], [-0.176, -0.278, -2.066], [-2.389, -0.139, -1.362], [1.400, -1.212, 2.388], [0.969, 0.178, -0.370], [-1.078, -0.895, 1.519], [-0.135, 1.476, -1.813]],
  "nbo_charge": [-0.487, -0.702, 0.654, -0.409, -0.511, -0.392, -0.063, 0.228, 0.203, 0.152, 0.462, 0.249, 0.212, 0.216, 0.189],
  "e_homo_ev": -8.85,
  "homo_lumo_gap_ev": 9.5416,
  "smiles": "O=C=CCCCO"
}


{
  "formula": "C5H8O2",
  "method": "the ωB97M-V functional and the def2-TZVPD basis",
  "species": ["O", "O", "C", "C", "C", "C", "C", "H", "H", "H", "H", "H", "H", "H", "H"],
  "coordinates": [[-0.950, 0.450, 1.674], [0.803, 1.767, 0.383], [-0.073, -0.442, 1.044], [0.619, 0.273, -1.181], [-0.596, -0.268, -1.270], [-0.824, -1.162, -0.082], [1.037, 0.351, 0.274], [2.054, 0.022, 0.504], [-1.862, -1.381, 0.158], [-0.518, 1.315, 1.558], [0.268, 1.693, -0.515], [1.232, 0.760, -1.936], [0.345, -1.145, 1.775], [-1.310, -0.141, -2.073], [-0.312, -2.102, -0.329]],
  "nbo_charge": [-0.724, -0.719, 0.079, -0.316, -0.129, -0.459, 0.026, 0.194, 0.228, 0.492, 0.489, 0.239, 0.170, 0.218, 0.213],
  "e_homo_ev": -9.70,
  "homo_lumo_gap_ev": 10.6201,
  "smiles": "O[C@@H]1C=CC[C@@H]1O"
}


{
  "formula": "C5H8O2",
  "method": "the ωB97M-V functional and the def2-TZVPD basis",
  "species": ["O", "O", "C", "C", "C", "C", "C", "H", "H", "H", "H", "H", "H", "H", "H"],
  "coordinates": [[1.148, 1.404, -0.682], [0.006, 0.082, -2.299], [-0.209, -0.427, 0.781], [-0.614, -0.875, -0.477], [1.200, 0.137, -0.339], [-1.039, 0.493, 1.636], [0.571, -0.766, -1.435], [-0.938, 0.278, 2.703], [1.130, -1.638, -1.798], [-2.099, 0.426, 1.364], [2.058, -0.155, 0.263], [0.503, -1.070, 1.296], [0.605, 1.293, -1.565], [-0.720, 1.529, 1.461], [-1.601, -0.712, -0.907]],
  "nbo_charge": [-0.664, -0.733, -0.304, 0.052, 0.247, -0.641, 0.007, 0.221, 0.174, 0.222, 0.202, 0.252, 0.504, 0.237, 0.223],
  "e_homo_ev": [-9.21, -9.20],
  "homo_lumo_gap_ev": [8.8558, 8.8553]
}


{
  "formula": "C5H8O2",
  "method": "the ωB97M-V functional and the def2-TZVPD basis",
  "species": ["O", "O", "C", "C", "C", "C", "C", "H", "H", "H", "H", "H", "H", "H", "H"],
  "coordinates": [[-0.271, 0.662, 1.427], [1.221, 0.732, -1.569], [-0.737, 0.699, 0.042], [-1.877, -0.250, -0.262], [1.091, 0.439, 1.014], [1.085, -0.938, 0.334], [0.645, 0.309, -0.392], [1.853, 0.914, 1.620], [2.069, 0.280, -1.671], [1.765, -1.534, -0.250], [-1.545, -1.293, -0.220], [-2.689, -0.117, 0.460], [0.516, -1.614, 0.934], [-0.978, 1.729, -0.246], [-2.270, -0.053, -1.265]],
  "nbo_charge": [-0.510, -0.670, 0.092, -0.636, 0.048, -0.529, 0.221, 0.209, 0.476, 0.226, 0.214, 0.224, 0.230, 0.187, 0.217],
  "e_homo_ev": -9.13,
  "homo_lumo_gap_ev": 9.9414,
  "smiles": "C[C@H]1O[C@H]2C[C@]21O"
}


{
  "formula": "C5H8O2",
  "method": "the ωB97M-V functional and the def2-TZVPD basis",
  "species": ["O", "O", "C", "C", "C", "C", "C", "H", "H", "H", "H", "H", "H", "H", "H"],
  "coordinates": [[0.118, 0.369, 0.753], [-1.807, -0.349, -0.327], [0.544, -1.775, 1.856], [-0.140, 0.682, -1.632], [0.504, 1.858, -1.650], [0.426, -0.442, 1.805], [-0.400, -0.203, -0.443], [0.909, 2.301, -0.745], [-0.514, 0.286, -2.575], [0.643, 2.400, -2.580], [-2.138, 0.564, -0.275], [0.409, -2.425, 1.001], [0.599, 0.171, 2.684], [0.804, -2.257, 2.793], [0.042, -1.179, -0.665]],
  "nbo_charge": [-0.520, -0.699, -0.534, -0.234, -0.372, 0.163, 0.326, 0.208, 0.210, 0.203, 0.473, 0.200, 0.187, 0.217, 0.172],
  "e_homo_ev": -9.14,
  "homo_lumo_gap_ev": 10.1149,
  "smiles": "C=CO[C@@H](O)C=C"
}